Formula: C6H10O
Source: the OMol25 dataset
Level of theory: ωB97M-V with the def2-TZVPD basis set

ORCA input file:
```
! wB97M-V def2-TZVPD RIJCOSX def2/J DEFGRID3
* xyz 0 1
C 0.956 1.677 -1.197
C 0.714 0.276 -0.883
C 1.352 -0.486 0.183
C -0.418 -0.308 -0.282
C -1.314 -0.049 0.825
C -1.685 -1.386 1.375
O -1.275 -2.459 1.005
H 1.907 1.649 -1.727
H 1.146 2.164 -0.238
H 0.150 2.126 -1.781
H 1.410 -0.621 -1.639
H 1.605 -1.534 0.271
H 1.940 0.060 0.920
H -1.013 -0.743 -1.083
H -2.265 0.385 0.482
H -0.782 0.500 1.594
H -2.430 -1.252 2.174
*
```

Its HOMO-LUMO gap is 8.977 eV. The total energy comes out at -309.65229 Eh. The value obtained for the HOMO energy is -8.04 eV. The calculation puts the energy relative to the best compared isomer or geometry (same formula, charge and spin) at 5.172 eV.

Here are the Löwdin charges for atoms 1 to 8, given in e: -0.07 -0.50 -0.02 -0.19 -0.18 -0.27 0.06 0.08